Entry 1:
Here is a molecular structure, C29H37INO3S3SiV from OMol25. Energies are from the ωB97M-V functional and the def2-TZVPD basis.

The expectation value of S² is 2.019. As for the LUMO energy (spin up / spin down): -0.0056 / 0.0022 Ha. Its multiplicity is 3.

Geometry as XYZ:
```
76
Properties=species:S:1:pos:R:3:lowdin_charge:R:1
C -0.70154 -0.05052 3.59040 -0.51
H 0.06451 -0.27742 4.33360 0.06
C 2.75475 -0.62114 3.13786 -0.20
H -4.40650 2.96536 3.74964 0.07
S -1.42171 1.97134 1.72411 0.87
H 1.82832 -1.11356 2.84108 -0.03
C 5.43104 -0.34173 1.64661 -0.17
H -2.83532 2.24856 -3.39819 0.11
C -0.10142 0.43089 -2.63407 -0.29
H -2.89100 0.64150 -5.26496 0.10
H -4.58546 -0.77646 2.04334 0.07
H 0.66743 -1.20802 -3.77426 0.14
S -4.05305 0.65292 3.88309 0.86
H -2.83950 -4.56946 -3.77242 0.10
H -2.35084 3.84731 2.87476 0.07
C -2.89925 -1.71917 3.01831 -0.52
C 0.02591 -3.84915 -2.13473 0.01
O -1.37867 -0.53250 0.01738 -0.03
H -3.20085 -2.61794 2.48180 0.07
C -0.17488 1.00804 2.63450 -0.54
C 1.98122 1.15945 -1.81820 -0.17
C 3.61962 2.16904 2.25179 -0.16
H 1.04757 -4.18091 -2.01088 0.10
H 5.82493 -0.44254 2.65305 0.03
C 3.27757 2.81417 -2.96694 -0.09
C -2.15630 -4.05270 -3.11299 -0.08
H 2.68592 2.65427 1.98133 0.03
C 2.13307 2.03756 -2.87402 -0.01
N 2.72803 0.15571 0.22089 -0.23
Si 3.63483 0.32524 1.71963 0.45
H -3.62964 0.42782 -0.53687 0.08
S -1.08704 -1.64122 2.77281 0.88
C -2.58683 -2.95163 -2.40165 -0.02
I 2.95980 -3.34010 0.73221 0.35
H 3.39141 3.49839 -3.79330 0.10
O 0.88960 0.32986 -1.68042 -0.03
H -3.65542 -0.37871 -2.11412 0.07
C -3.50972 -0.52494 -1.04659 0.00
H 0.40812 0.54491 1.82514 0.02
H 0.45356 1.72211 3.17289 0.08
H -4.24953 2.27172 2.12376 0.07
H -4.26224 -1.22438 -0.68478 0.09
O 0.43714 -2.11923 -0.62825 -0.32
C -0.84449 -4.49835 -2.97850 -0.06
H 2.53203 0.05264 3.95922 0.03
C -3.81598 2.29719 3.12233 -0.54
H -1.15358 -1.09502 -5.45423 0.11
C -2.07855 1.48311 -3.47266 -0.08
H 3.41303 -1.39346 3.51930 0.02
C -1.73056 -2.26691 -1.53719 -0.08
C 4.27162 2.68144 -2.01493 -0.09
C -1.13130 -0.39549 -4.63204 -0.06
H 1.36349 2.10605 -3.62875 0.12
H 3.74013 2.24756 3.32704 0.03
H 4.90477 1.69999 -0.23415 0.08
H 6.10307 0.31277 1.10017 0.01
C -2.37367 2.77522 3.07737 -0.51
C -3.63820 -0.49347 2.50493 -0.54
H 4.41987 2.73818 1.79530 0.02
H -1.04507 2.09251 -1.68331 0.13
C -0.39682 -2.72760 -1.39865 -0.29
H -0.50286 -5.35597 -3.53879 0.11
V 1.56720 -1.24638 0.09649 0.53
C -1.07853 1.41059 -2.51975 0.00
C -2.12582 -1.07123 -0.78082 -0.38
H -3.07939 -1.86776 4.08459 0.06
H -1.60279 0.26806 4.11019 0.02
C 2.96005 1.02944 -0.80440 -0.28
H -3.02390 0.04635 1.78486 0.00
H 5.47381 -1.32087 1.17517 -0.01
H 5.18268 3.25916 -2.09379 0.10
H -3.60504 -2.61170 -2.51087 0.11
C -2.10961 0.57908 -4.52240 -0.09
H -1.86053 2.58052 4.01715 0.07
C -0.11609 -0.46579 -3.69441 0.01
C 4.11344 1.80738 -0.95681 -0.04
```



Entry 2:
Here is 2 unconnected molecules or ions with the total composition C3H7N2O2 from OMol25. Energies are from the ωB97M-V functional and the def2-TZVPD basis.

As for the LUMO energy: 0.1436 Ha. Its charge is -1.

Geometry as XYZ:
```
14
Properties=species:S:1:pos:R:3:lowdin_charge:R:1
C 2.18753 0.18330 0.15630 -0.68
H 2.53254 -1.98740 -0.23871 0.07
H 0.95035 -1.30847 -0.88137 0.04
C -3.20162 0.30786 -0.53964 -0.22
O 3.31156 0.41482 0.45760 0.02
H 1.35106 1.88361 0.55403 0.07
H 1.07455 -1.49076 0.91411 0.12
C 1.66759 -1.28163 -0.08943 -0.02
H -2.65789 0.55593 -1.44746 0.01
H 0.15930 0.89112 0.11827 0.08
N -2.78132 0.17110 0.69168 -0.26
H -4.25534 -0.11297 -0.68203 0.02
N 1.21742 1.06340 0.06831 0.15
O -1.55573 0.71009 0.91833 -0.41
```



Entry 3:
Here is a molecular structure, C22H36CoO2P2 from OMol25. Energies are from the ωB97M-V functional and the def2-TZVPD basis.

The expectation value of S² is 3.814. As for the LUMO energy (spin up / spin down): 0.0069 / -0.0030 Ha. Its multiplicity is 4.

Geometry as XYZ:
```
63
Properties=species:S:1:pos:R:3:lowdin_charge:R:1
H 2.71372 -5.00695 0.30580 0.09
C -2.61160 -0.49663 -4.95019 -0.23
H 1.03006 -1.87711 -0.32010 0.08
H 0.91459 -6.19462 -3.06099 0.05
H 4.78451 -1.99460 -0.28306 0.11
H 1.24512 -0.44666 -1.66858 0.03
C 2.68984 -2.93665 2.30621 -0.09
H -2.33049 -5.28836 -2.30861 0.05
H -2.13618 2.84193 2.87689 0.10
H 1.76721 -0.84496 -3.36374 0.04
H -1.46649 -5.17052 -0.73193 0.06
Co -1.75230 -1.32091 -3.40846 0.25
C -1.27479 1.44458 -0.13700 -0.12
C -0.35925 -4.09749 -4.36467 -0.36
H -2.76497 -1.32515 -5.65987 -0.03
H 1.33975 -5.91781 0.87574 0.11
C 4.01460 -2.70255 0.06432 -0.17
C 2.91045 -2.76281 -1.00569 -0.18
H 3.94413 -1.32256 1.74912 0.10
H 1.15002 -4.33433 2.81455 0.11
C 0.92073 -3.88814 0.07426 -0.18
H -0.15213 -3.89713 0.28648 0.10
O -1.89926 0.24381 -2.20360 -0.12
C 3.50216 -2.28226 1.44668 -0.10
H 3.00536 -3.58154 -1.74330 0.10
H -2.00666 0.34410 -5.36537 0.00
P -0.20917 -4.26871 -2.60046 0.75
P -0.15414 -2.09903 -2.65232 0.73
C -0.38378 3.40607 1.72269 -0.10
O -1.25153 -0.90078 -0.36596 -0.03
H 2.42762 -2.40071 3.23537 0.11
C 1.59938 -2.80784 -0.30964 -0.21
H -0.96895 -6.38837 -1.95386 0.05
H -0.52801 -2.05402 -5.19000 0.07
H 1.74447 -5.50714 -1.64859 0.03
C 2.09558 -4.35298 2.23362 -0.18
H -2.25710 -3.26032 -1.35744 0.03
H -3.54673 -0.12877 -4.49574 -0.01
C 1.77579 -4.89986 0.83907 -0.21
H 2.05533 -4.83032 -3.31712 0.06
H -2.89712 1.12508 1.26032 0.12
C 0.92897 -0.61739 -2.69770 -0.24
H 2.75673 -5.04910 2.77885 0.12
C -0.16353 2.26390 -0.41391 -0.04
H 0.24491 0.17795 -3.09263 0.06
C -1.56477 2.67909 1.95735 -0.09
H -2.78533 -3.53382 -3.06972 0.03
C -1.52462 0.17270 -0.96577 -0.56
C -1.98997 1.69782 1.04599 -0.04
H -3.08126 -1.95660 -2.12553 0.05
H 4.45761 -3.71279 0.11061 0.11
C -1.36761 -5.38340 -1.80913 -0.23
H 1.23096 3.74273 0.32375 0.10
C -2.40094 -2.79700 -2.35728 -0.22
H 2.91860 -1.84131 -1.59817 0.09
C 0.29567 3.19784 0.51684 -0.09
H -0.01368 4.10006 2.47881 0.10
C 1.32641 -5.27409 -2.63230 -0.21
H 0.32706 -4.83138 -4.79192 0.08
H -1.38865 -4.35981 -4.62284 0.10
H 0.35219 2.14704 -1.36447 0.10
H 1.17613 -2.52666 -4.59337 0.09
C 0.07874 -2.65781 -4.48036 -0.32
```



Entry 4:
Here is 2 unconnected molecules or ions with the total composition C5H16N2O from OMol25. Energies are from the ωB97M-V functional and the def2-TZVPD basis.

As for the LUMO energy: 0.0241 Ha.

Geometry as XYZ:
```
24
Properties=species:S:1:pos:R:3:lowdin_charge:R:1
H 0.62133 -2.30512 -0.67959 0.12
H 2.02718 -0.20275 1.87354 0.06
H -0.06585 1.23649 -0.22443 0.08
N -0.46948 -1.03371 2.09534 0.05
H -1.67604 -0.66766 -0.39174 0.12
H 0.04534 -1.56168 2.68117 0.01
H 1.39849 0.77977 3.18943 0.06
N -0.70299 -0.68948 -0.71400 -0.11
C -0.31742 -1.97026 -1.17891 -0.31
H -1.38412 -0.91289 2.56501 0.08
H -1.02344 -2.71675 -0.86919 0.09
H -0.62723 1.13231 1.83318 0.14
H -0.20225 4.65622 -0.48397 -0.03
H 0.61141 -2.63240 -3.13931 0.08
H -1.23111 4.23137 -1.26303 -0.03
C 0.05407 0.25550 1.53512 -0.40
O -0.44078 4.62408 -1.33689 0.05
C 1.45404 0.63705 2.13966 -0.05
H 0.11040 -0.89488 -2.87976 0.05
H 1.20290 0.25516 -0.34259 0.14
C 0.12574 0.24060 0.04169 -0.23
H -1.16260 -2.00561 -3.37986 0.07
H 1.88411 1.48513 1.68811 0.06
C -0.23171 -1.94049 -2.75900 -0.10
```



Entry 5:
Here is C2H4N4 in the gas phase from OMol25. Energies are from the ωB97M-V functional and the def2-TZVPD basis.

As for the LUMO energy (spin up / spin down): -0.0180 / 0.0029 Ha.

Geometry as XYZ:
```
10
Properties=species:S:1:pos:R:3:lowdin_charge:R:1
N 1.26461 0.92247 -0.33245 0.02
C -0.28239 -0.92985 0.40658 -0.19
N 0.63417 -1.41745 -0.59154 0.06
H 0.09616 -0.70037 1.40004 0.09
H 1.03185 1.89567 -0.19254 0.14
H -1.28589 -1.33980 0.40147 0.09
N 2.70083 -0.65576 0.25606 0.20
N 2.34614 0.44536 0.14623 -0.15
C 0.22452 -0.10218 -0.70834 -0.38
H -0.33709 0.28186 -1.54610 0.13
```



Entry 6:
Here is 3 unconnected molecules or ions with the total composition C4H11NO2 from OMol25. Energies are from the ωB97M-V functional and the def2-TZVPD basis.

As for the LUMO energy: 0.0312 Ha.

Geometry as XYZ:
```
18
Properties=species:S:1:pos:R:3:lowdin_charge:R:1
H -0.41476 -0.54463 -2.25796 0.08
N 1.82849 0.25692 0.31931 0.16
C 1.19509 1.07434 -0.22230 -0.23
O -0.96028 0.15486 -0.37416 -0.24
C -0.04972 -1.81458 2.27088 -0.14
H 0.97384 2.28040 -1.91842 0.10
H 1.06085 -1.04081 0.71848 0.06
C -1.28791 -0.17714 -1.70418 -0.18
H -0.18228 2.56090 -0.61492 0.08
C 0.85927 2.34224 -0.83348 -0.04
H -0.11520 -0.83641 2.75922 0.08
H 1.49196 3.12633 -0.41835 0.09
H 0.74306 -2.39400 2.75110 0.08
H -1.66670 0.71537 -2.20778 0.07
H -0.99708 -2.33983 2.39498 0.08
O 0.20756 -1.68395 0.88395 -0.20
H -0.62499 -0.72850 0.18889 0.07
H -2.06121 -0.95152 -1.73527 0.08
```



Computed E_tot, in the same sequence as the records: -112479.984, -10298.658, -83688.630, -10470.124, -8094.095, -9909.794 eV.